Record 1
5 unconnected molecules or ions with the total composition C14H41N3O5 at a distorted geometry, computed with ωB97M-V/def2-TZVPD.

Electronic energy ... -1098.35333 hartree
HOMO energy ... -9.02 eV
F_max ... 0.07851 hartree/bohr
Gap between HOMO and LUMO ... 9.65 eV
Energy above the lowest of the compared OMol25 structures with the same formula, charge and spin ... 31.0 kcal/mol
E_LUMO ... 0.6 eV
SMILES ... COC[C@H](C)N.COC[C@H](C)N.COC[C@H](C)N.CO.CO

XYZ file:
```
63
Properties=species:S:1:pos:R:3:forces:R:3:lowdin_charge:R:1
H -9.235695 -15.544426 -8.540186 -0.1 -0.2 0.2 0.07
H -3.174877 -12.114572 -12.175466 0.0 -1.2 1.4 0.07
H -10.937054 -14.062897 -8.833801 0.6 -1.0 -0.2 0.11
H -12.933461 -13.686960 -8.025723 0.0 0.2 -0.3 0.07
C -5.852680 -10.791634 -8.032766 0.4 -0.6 -1.4 -0.15
H -6.452969 -11.681905 -8.028592 -0.7 -0.4 0.1 0.06
C -6.279383 -14.792144 -12.403008 -0.2 0.9 0.6 -0.04
H -9.826762 -12.057639 -9.178770 0.9 0.0 -0.3 0.10
C -10.188145 -11.285344 -6.819894 0.7 1.3 -0.2 -0.14
H -4.317635 -10.384285 -10.790028 0.2 -0.4 0.4 0.11
C -2.657366 -8.691641 -9.267584 -0.9 -0.9 -0.9 -0.04
H -6.507596 -12.107486 -10.428091 0.4 -0.2 -0.7 0.05
H -10.639914 -11.082770 -5.854608 0.4 -0.2 0.4 0.09
H -7.966402 -9.876303 -9.821309 -0.5 -0.1 -0.5 0.05
H -1.647425 -8.946887 -9.605296 -0.3 -0.4 0.4 0.08
H -12.011757 -12.975039 -11.558949 0.5 -0.1 0.4 0.09
H -5.808309 -12.238983 -11.955115 -0.3 -0.2 0.7 0.08
C -8.772327 -10.610736 -11.484186 0.3 0.1 -1.6 -0.21
H -7.735772 -13.713202 -9.393713 -0.5 0.2 0.0 0.11
C -11.474826 -13.355731 -9.431301 -1.2 0.4 0.0 -0.44
H -5.417452 -7.752074 -10.772667 0.1 -0.1 0.7 0.11
H -6.148286 -14.223998 -13.336320 0.3 -0.3 0.2 0.08
C -10.867232 -12.082482 -8.927832 -0.1 -0.6 1.4 -0.18
H -6.883856 -15.641210 -12.619946 -0.7 -0.6 -0.2 0.06
C -3.746837 -9.644072 -11.348683 -1.4 0.6 -0.3 -0.26
H -3.622532 -11.022388 -13.284985 -0.6 0.5 -1.7 0.07
N -6.059646 -12.753862 -11.098843 -0.5 0.9 -0.3 0.05
H -5.350827 -15.170678 -11.985924 0.3 0.2 -0.1 0.08
H -9.756155 -10.576715 -11.958449 0.1 0.3 -0.1 0.09
H -3.198328 -9.463795 -8.642506 1.0 0.5 -0.7 0.09
H -10.099953 -10.332234 -7.338979 -0.2 0.5 -0.1 0.09
N -12.876574 -13.602420 -9.038914 -0.3 0.7 -0.1 0.04
O -8.798417 -9.841908 -10.350403 0.3 1.1 1.3 -0.12
O -8.165067 -15.544916 -10.292975 -0.5 -0.5 0.2 -0.20
N -4.770354 -7.921950 -9.982695 -3.2 -0.1 -1.2 0.02
H -10.296706 -13.570708 -11.235529 -0.1 0.5 -0.2 0.06
C -2.798708 -11.266374 -12.672259 0.8 1.2 0.4 -0.08
H -4.972465 -11.093271 -8.603839 0.4 0.1 0.2 0.07
H -6.417068 -14.761546 -9.487329 0.7 -0.5 -0.1 0.12
H -13.486356 -12.816348 -9.319833 0.5 -0.6 0.2 0.08
O -11.000984 -12.146907 -7.497558 -1.1 -0.9 -1.1 -0.19
H -7.934541 -13.658827 -11.836693 -0.9 1.0 -0.4 0.10
H -5.956227 -8.996890 -8.887746 0.1 -0.6 -0.2 0.06
H -2.611420 -7.809817 -8.661452 0.1 0.7 0.3 0.06
H -4.758441 -7.059586 -9.470022 0.7 0.3 0.1 0.10
C -11.343204 -13.586260 -10.923302 0.2 -1.0 0.1 -0.05
O -2.538004 -10.133217 -11.844706 -0.5 -0.3 0.1 -0.14
C -8.592443 -16.224597 -9.105967 1.6 1.0 -0.1 -0.07
H -11.628740 -14.634291 -11.041736 -0.2 0.1 -0.4 0.08
H -1.870349 -11.489199 -13.167827 0.1 -0.1 -0.5 0.09
C -7.295052 -14.472830 -10.049676 -0.4 -0.1 -0.3 -0.23
H -9.155920 -11.632721 -6.819380 0.3 -0.3 0.7 0.08
H -9.116947 -17.130694 -9.394940 0.1 0.0 0.1 0.09
H -7.649071 -16.421572 -8.516482 -1.1 -0.2 -0.2 0.10
H -3.036718 -7.617372 -11.155966 -0.5 -1.1 0.6 0.16
C -6.981145 -13.849155 -11.400013 1.8 -1.2 0.5 -0.44
H -8.616847 -11.633343 -11.265662 0.3 -1.4 0.3 0.02
C -3.561412 -8.415541 -10.515340 3.6 1.4 1.1 -0.46
H -11.288812 -11.178529 -9.289430 -0.7 1.0 -0.5 0.12
H -4.474427 -9.327457 -12.135398 0.5 -0.3 -0.3 0.14
H -7.985793 -10.350125 -12.250719 -0.6 0.1 0.6 0.09
H -5.607338 -10.581563 -7.021313 0.3 0.6 0.9 0.07
O -6.535351 -9.778468 -8.724206 -0.4 0.6 0.2 -0.16
```
Positions in Å, forces in eV/Å.

***

Record 2
A molecular structure, C14H42AlO30S4Y at a distorted geometry, computed with ωB97M-V/def2-TZVPD.

Electronic energy ... -4689.24533 hartree
HOMO energy ... -2.79 eV
F_max ... 0.16313 hartree/bohr
Gap between HOMO and LUMO ... 3.39 eV
Total charge ... -2
Energy above the lowest of the compared OMol25 structures with the same formula, charge and spin ... 119.6 kcal/mol
E_LUMO ... 0.6 eV

XYZ file:
```
92
Properties=species:S:1:pos:R:3:forces:R:3:lowdin_charge:R:1
H -2.084810 -24.178510 -11.317930 -0.3 0.6 0.9 0.12
O -3.460230 -19.683600 -10.420880 0.2 -1.2 1.9 -0.08
H -0.199860 -18.858940 -3.741840 0.0 0.2 0.0 0.10
H -2.024090 -18.997790 -2.464930 -0.2 0.4 1.2 0.11
Y -0.014590 -15.641250 -10.492970 -1.5 -3.3 3.9 1.79
C -3.778680 -19.883310 -11.721580 -1.0 0.6 -0.9 -0.26
O -4.381050 -13.312050 -3.586800 -0.8 -0.8 0.4 -0.11
H -5.243670 -14.779690 -6.178440 -0.4 0.0 0.2 0.10
C -0.849290 -22.397650 -10.980860 -0.5 2.4 0.6 -0.25
H -6.985880 -20.245370 -12.135740 0.0 0.0 0.1 0.07
O 0.320490 -14.906030 -8.398180 -0.6 -1.0 -8.3 -0.44
C 1.498730 -22.086300 -7.407710 -0.3 0.2 0.2 -0.26
O 1.042470 -18.274450 -6.654870 1.2 -0.6 1.3 -0.29
H -3.605570 -20.923900 -11.995980 -0.3 -0.1 -0.2 0.12
H 2.637030 -20.806360 -6.540940 0.4 0.8 -0.3 -0.01
C -2.254060 -21.802740 -6.477940 -1.6 -1.7 -0.9 -0.26
O 1.852030 -14.552110 -6.725390 -0.6 0.0 0.4 -0.32
H 1.450760 -23.023070 -9.182450 -0.5 -0.3 -0.6 0.09
C 2.257510 -22.532490 -8.637860 -2.4 -1.4 0.7 -0.30
H -3.079710 -14.686770 -5.908480 0.2 0.5 -0.2 0.04
O -0.191840 -13.264540 -6.790890 -0.6 2.8 -0.2 -0.34
H -3.443410 -11.727940 -2.942020 1.2 0.3 0.7 0.12
O -3.646460 -20.184480 -7.633700 0.1 0.8 0.1 -0.10
H -5.391870 -17.322040 -6.100570 0.6 0.0 -0.3 0.10
H -3.667810 -18.747170 -10.380760 0.6 0.9 1.3 0.01
O -1.990860 -15.663280 -11.444070 1.7 1.3 -4.1 -0.44
O 1.470040 -19.427170 -10.315440 1.1 -0.3 -1.7 -0.27
O 0.543140 -17.554610 -9.209310 1.9 5.6 3.0 -0.43
H 2.920180 -23.390180 -8.522420 1.0 0.6 0.3 0.11
C -3.158630 -12.775060 -3.044690 -1.3 -1.1 -1.8 -0.21
H -0.630060 -21.347490 -5.569180 0.2 0.2 -0.1 0.09
O -1.373180 -22.099170 -9.678160 0.0 -1.0 -0.9 -0.08
S 0.304400 -18.622840 -10.113440 1.3 -1.6 -0.4 0.18
O -0.118660 -17.826220 -11.288510 -0.7 0.7 -2.9 -0.41
H -4.675010 -14.746670 -7.825900 0.0 -0.6 -0.4 0.10
C -2.065690 -13.106500 -4.015330 1.6 0.1 -1.7 -0.25
O -0.561360 -24.147330 -12.581760 0.3 -0.1 -0.1 -0.08
O 2.705840 -17.338840 -8.013570 0.4 4.0 -4.2 -0.08
H -1.824070 -14.165290 -4.108530 -0.7 -0.6 0.6 0.10
H -1.343210 -24.369630 -13.092530 0.3 0.1 -0.1 0.07
H -2.885460 -16.358060 -3.718690 0.2 0.2 0.1 0.10
H -1.082210 -12.739600 -3.721640 0.1 0.7 0.4 0.12
H 0.183750 -22.054200 -11.035440 0.5 -0.7 0.1 0.12
C -5.240380 -19.429970 -11.989760 0.5 -0.7 -1.1 -0.23
S -2.959980 -15.976860 -10.404750 -1.8 0.9 3.6 0.27
H -3.753460 -20.541610 -8.518350 0.2 0.3 -0.6 0.07
H -4.380540 -21.969830 -7.044130 0.3 -0.6 0.0 0.12
O -4.567050 -17.484760 -8.059510 -0.4 -0.4 1.7 -0.11
C -1.059080 -23.812600 -11.272200 0.4 -1.5 -0.6 -0.25
O -3.769090 -17.155020 -10.579790 -0.6 -0.7 -1.5 -0.30
H 0.689260 -22.772770 -7.159510 0.5 -0.9 0.8 0.10
C -3.678330 -21.207900 -6.705800 0.7 -0.3 1.0 -0.24
C -1.820110 -18.057960 -2.977970 -0.1 -0.3 0.4 -0.24
H 1.894180 -21.002830 -9.679500 0.0 0.8 -0.2 0.02
O -3.832880 -14.847900 -10.123700 0.3 0.1 -0.3 -0.31
O -3.315010 -15.486850 -6.383990 -1.5 -0.6 -0.9 -0.12
O -2.341000 -12.680400 -5.360040 -1.8 0.6 1.8 -0.09
O -0.674120 -19.399380 -9.452910 -3.8 -2.3 0.6 -0.30
H -1.296940 -21.763200 -11.745840 -0.6 0.0 -0.1 0.12
O 3.214390 -19.389310 -7.170470 -0.5 -0.1 1.4 -0.27
H -3.880600 -17.178500 -2.588180 0.1 -0.8 0.2 0.12
H -6.303470 -16.613660 -7.432350 -0.5 -0.1 0.1 0.10
H -1.220500 -17.286650 -2.494610 -0.1 -0.3 1.0 0.12
O -1.039830 -18.512420 -4.051630 -0.4 0.4 -1.7 -0.10
H -4.701470 -12.773770 -4.314250 0.4 0.1 -0.2 0.07
O -1.996450 -16.241700 -9.298780 1.2 0.0 1.0 -0.44
O -6.114850 -20.516540 -11.836780 -0.8 -1.7 0.1 -0.09
C -3.132560 -17.357440 -3.360520 1.3 0.4 -2.9 -0.17
H -4.132460 -20.841880 -5.784990 0.2 0.4 0.3 0.10
O 2.671320 -21.438770 -9.322280 2.2 0.0 -0.9 -0.05
S 2.497390 -18.149700 -6.869100 -1.6 -3.5 0.5 0.26
C -4.685740 -15.352040 -6.919530 1.3 -0.7 2.2 -0.16
H -5.230420 -19.179300 -13.050500 -0.3 0.7 -0.2 0.11
O -0.401450 -15.512550 -6.286100 0.1 -1.5 0.7 -0.36
H -2.993910 -13.408380 -2.172990 0.1 0.8 0.5 0.12
C -5.299600 -16.779150 -7.041240 0.6 1.8 -1.9 -0.19
H 0.828070 -21.325730 -7.807500 0.3 0.9 0.1 0.10
S 0.414250 -14.543740 -7.039250 1.6 -0.2 5.8 0.20
H -1.413820 -21.140280 -9.656240 0.1 0.9 0.4 0.03
O -1.232220 -20.929870 -6.189340 0.3 1.5 0.3 -0.08
H -0.504310 -24.347300 -10.501220 0.0 -0.5 -0.1 0.12
H -3.116440 -19.233920 -12.294150 0.1 0.0 -0.7 0.12
O 3.214760 -17.276940 -5.960230 0.3 0.5 1.7 -0.12
H -1.563060 -12.867570 -5.890500 1.2 -0.4 -0.9 0.00
H -2.065150 -22.307130 -7.425570 0.4 -0.1 -0.2 0.09
H -2.258730 -22.589220 -5.723270 -0.5 -0.2 0.2 0.11
H -4.509450 -16.893460 -8.813600 0.0 0.0 -0.3 0.03
Al -1.719760 -17.972360 -7.067250 0.7 0.8 -0.5 1.23
O 2.264390 -21.654930 -6.290590 -1.1 -1.5 0.0 -0.08
O -3.647450 -17.983000 -4.588760 -0.4 -0.1 1.8 -0.12
H -5.682520 -18.666000 -11.350260 1.1 0.7 -0.1 0.12
H -4.544920 -18.221470 -4.345290 -0.1 -0.3 -0.5 0.07
```
Positions in Å, forces in eV/Å.

***

Record 3
A molecular structure, C14H42B2F8O7S7Y at a distorted geometry, computed with ωB97M-V/def2-TZVPD.

Electronic energy ... -4759.36245 hartree
HOMO energy (alpha / beta) ... -13.21 / -13.18 eV
F_max ... 0.07898 hartree/bohr
Gap between HOMO and LUMO (alpha / beta) ... 8.29 / 3.33 eV
Total charge ... +2
Energy above the lowest of the compared OMol25 structures with the same formula, charge and spin ... 22.7 kcal/mol
E_LUMO (alpha / beta) ... -4.9 / -9.8 eV
Multiplicity ... 2

XYZ file:
```
81
Properties=species:S:1:pos:R:3:forces:R:3:lowdin_charge:R:1
H -5.397232 -1.911875 -0.620273 -0.1 -0.2 0.1 0.05
C 3.561548 -1.556405 3.182277 0.4 0.6 -0.4 -0.12
S -1.868602 1.099025 -2.945813 0.6 -1.1 1.2 0.92
H 3.125528 -0.964785 -2.822833 -0.3 0.0 -1.3 0.05
S -1.020342 3.209185 0.616037 0.0 1.3 -0.1 0.93
H -5.429742 -0.605125 1.944927 0.0 -0.2 -0.5 0.06
H -1.123652 -3.580365 4.076917 0.4 0.5 -0.2 0.06
H 3.755068 -0.173435 -1.655683 0.6 1.3 0.3 0.02
H 4.516108 -2.976795 0.947407 -0.5 -0.1 -0.4 0.08
F -1.491592 -0.442015 3.902537 -0.8 -1.0 0.4 0.22
H 5.491488 -1.574955 0.648037 0.4 0.0 0.2 0.07
C 2.400398 2.964265 2.845707 -1.3 -0.2 0.4 -0.18
H 2.277718 1.378595 -5.156563 0.5 0.4 0.2 0.06
H 2.965568 -1.046785 3.939377 -0.7 0.7 -0.8 0.07
H -1.110312 -5.092505 3.225737 1.0 -0.2 -0.3 0.06
H 2.831678 2.319875 3.611767 -0.1 -0.6 -0.6 0.07
H 0.033218 -5.289115 0.602477 -0.3 -0.1 0.5 0.08
C -3.711232 1.175415 -2.880573 0.6 0.4 0.3 -0.23
C 2.541038 4.176505 0.376657 -1.3 -0.8 -0.6 -0.18
H 2.608958 3.961895 3.232147 0.7 0.4 -1.2 0.08
H 0.630118 1.391765 -4.817363 -0.2 0.2 1.0 0.04
H -4.106382 1.870145 -3.621723 0.5 0.0 -0.4 0.07
C 3.593038 0.014165 -2.717123 -1.0 -0.6 0.2 -0.19
F 0.781238 -3.798575 -1.884593 0.3 -0.9 0.5 0.20
H 1.588758 4.605365 0.688637 0.1 0.0 0.3 0.05
H -1.810482 0.869025 -5.340753 -0.1 0.2 0.1 0.07
C -4.311942 -2.004365 -0.661293 -0.7 0.1 1.4 -0.19
F 1.694588 -1.960015 -0.813763 1.6 -0.1 0.9 0.08
H 4.559138 -1.402205 3.593527 0.3 -0.8 -0.5 0.07
H -4.044152 -2.174025 -1.704183 0.5 0.8 0.2 0.06
F 0.654968 0.458955 4.131397 -0.2 -0.3 0.6 0.08
S 0.469918 -3.357965 2.154427 -1.2 -0.6 -0.2 0.97
H 1.642968 -4.726605 0.614397 0.1 0.1 -0.1 0.03
C -1.869652 0.193685 -4.487213 0.2 -0.9 -0.6 -0.25
F -0.223112 0.256085 2.173197 -0.2 -0.5 -1.3 0.04
O 1.338588 0.715565 -1.681253 1.1 1.0 -2.0 -0.66
H -1.796902 -3.746195 2.444937 -0.1 0.3 0.0 0.05
H 1.312178 2.950515 2.906527 -0.3 -0.5 0.3 0.05
C -4.340892 -0.643655 1.912717 0.4 -1.1 -0.3 -0.20
O -0.991802 1.766015 0.206207 -1.2 1.6 -0.3 -0.63
H -4.109072 0.190915 -3.126693 -0.1 0.0 0.7 0.05
B 0.711968 -2.460105 -1.655983 -0.2 -1.2 -1.5 -1.45
C -2.705562 3.634695 1.221307 0.7 0.2 -1.2 -0.18
C -0.964222 -4.020575 3.092597 -0.9 0.4 -0.1 -0.21
H 4.482918 0.163805 -3.328533 -0.2 0.2 0.1 0.07
H 3.371048 4.814355 0.680517 0.2 -0.5 0.1 0.08
H -3.999832 0.128895 2.601877 0.5 0.2 -0.6 0.06
H -1.479662 5.248105 -0.930853 0.6 0.2 1.0 0.07
H 1.233248 -5.727985 1.970647 -0.6 0.1 0.3 0.07
F -0.478002 -2.114215 -1.077653 -1.4 0.3 -0.1 0.10
H -3.980122 1.644935 -1.934343 -0.1 -0.7 0.2 0.03
O -1.290332 0.147565 -1.865353 -1.4 1.8 -3.3 -0.62
O -0.160372 -2.299135 1.208157 1.0 -2.1 2.0 -0.58
Y 0.152848 -0.157005 0.099407 -2.9 -1.3 -2.1 1.51
H 4.431558 -1.953555 -0.620143 -0.9 -0.1 0.3 0.07
H -3.976342 -1.603025 2.279867 -0.1 0.0 0.2 0.05
S 2.619048 2.474825 1.084927 0.8 0.1 0.9 0.99
C -1.128272 4.216885 -0.965703 -1.1 -0.7 -0.4 -0.20
H 1.554068 -0.108215 -4.871513 -0.2 -0.3 0.9 0.07
H -2.739612 4.723745 1.251387 0.2 0.1 0.4 0.06
H -1.030842 -0.501535 -4.521143 0.3 0.3 0.3 0.06
H -2.943842 3.189005 2.187057 0.2 -0.2 -0.3 0.06
H 2.466428 4.042625 -0.702523 0.4 0.1 0.0 0.05
O 2.029818 -0.828745 1.135017 3.2 0.4 1.2 -0.53
S -3.705352 -0.477225 0.183827 1.1 0.2 -1.0 0.92
H -2.736872 -0.455185 -4.609703 -0.2 0.2 0.2 0.06
H -3.989142 -2.865455 -0.076123 0.0 0.0 0.0 0.06
H -0.258192 4.125505 -1.615853 0.3 -0.1 0.5 0.05
H 3.131708 -2.550775 3.061527 0.6 -0.1 0.0 0.04
F 0.871918 -1.782005 -2.817163 0.2 0.9 -2.1 0.17
C 0.824678 -4.983845 1.286957 0.6 1.7 -1.0 -0.20
S 3.541528 -0.805895 1.436637 -2.4 -0.6 1.3 1.07
C 4.503758 -1.998685 0.466527 0.9 0.5 0.7 -0.17
F -1.114722 1.786525 3.552467 -0.3 0.2 -0.1 0.13
C 1.552578 0.912605 -4.489373 0.8 -0.2 -0.9 -0.23
H -3.337062 3.394245 0.366027 -0.4 -0.5 0.4 0.05
O 1.465548 1.564685 0.647717 2.3 2.9 1.6 -0.61
B -0.622642 0.479275 3.489497 1.6 1.6 1.4 -1.32
O -2.193482 -0.628935 0.106897 -1.8 -0.5 2.1 -0.64
H -1.956512 3.822245 -1.554243 0.0 -0.7 0.0 0.03
S 2.229578 1.268355 -2.814903 -0.7 -1.9 1.0 0.98
```
Positions in Å, forces in eV/Å.

***

> Look up the energy above the lowest of the compared OMol25 structures with the same formula, charge and spin of the third one.

22.7 kcal/mol